ORCA calculation (ωB97M-V/def2-TZVPD) on a 2-piece molecular cluster, CH3OS overall at a distorted geometry.

XYZ file:
```
6
Properties=species:S:1:pos:R:3:forces:R:3
S 0.83104 -0.21407 -1.69385 0.2 0.3 -0.2
O -0.80856 0.29296 2.53195 -0.9 0.8 -2.7
C -1.01863 0.11798 1.32575 0.0 -1.7 0.9
H -0.67364 -0.81657 0.86213 0.5 -0.1 0.1
H -1.64974 0.60092 0.51092 0.5 0.9 1.5
H 1.60700 0.58928 -2.48156 -0.4 -0.3 0.4
```
Positions in Å, forces in eV/Å.

Summary:
HOMO level (eV): -2.72
E (eV): -13968.2501
Charge: -1
Orbital gap (eV): 6.732

ORCA calculation (ωB97M-V/def2-TZVPD) on C39H36IrN2O2P as an isolated structure at a distorted geometry.

XYZ file:
```
81
Properties=species:S:1:pos:R:3:forces:R:3
Ir -0.20367 0.17701 0.33000 4.2 -3.4 -1.1
P 1.97653 0.43721 1.13460 -1.5 0.5 0.7
O -6.65197 -0.63339 -1.32840 0.5 0.0 0.1
O -5.15247 -1.64579 -4.87020 0.3 0.1 -0.1
N -2.27167 -0.05979 0.40670 -0.3 1.7 1.5
N -4.93687 -1.36729 -2.60250 -0.1 0.5 0.2
C 4.28253 0.40221 -0.32450 -0.2 -0.1 0.2
C 5.75393 -1.21619 1.36310 0.3 0.0 -0.1
C -0.11287 -1.53559 -2.33560 0.0 0.4 0.0
C 0.77953 0.12521 5.05110 0.0 0.0 0.1
C -2.79017 0.50161 1.54000 -0.2 -0.3 -0.8
C 0.27573 -1.81009 0.04410 -3.2 2.6 0.3
C 0.29043 -0.18899 -2.37230 0.5 -0.2 -0.7
C -4.48227 -0.23809 -0.49940 0.1 1.0 2.1
C 2.06503 4.92871 1.89560 0.2 -0.2 0.1
C 3.25803 2.84031 1.89580 -0.6 -0.7 -0.4
C -0.25997 0.68831 -3.30190 0.2 -0.1 0.2
C -5.00717 0.40461 0.66060 0.5 -0.8 -1.5
C -0.10247 2.28851 0.36300 -1.6 -1.3 0.4
C -1.09477 -1.95209 -3.22360 0.1 0.0 0.1
C 2.15723 2.21521 1.33580 0.4 0.3 0.4
C -1.21697 0.24581 -4.19800 -0.2 -0.1 0.1
C 1.59503 -0.18759 2.80990 0.3 -0.1 0.0
C 1.57893 -1.56889 3.00990 0.0 0.3 0.0
C -5.84977 -1.73699 -3.65370 -1.0 -0.3 0.1
C 3.68943 -0.10299 0.83550 -0.1 -0.2 -0.5
C -0.11747 -3.85289 -1.28880 0.1 0.2 0.1
C -5.44097 -0.72549 -1.49380 -0.8 -0.7 -1.3
C -1.27147 4.40731 0.33260 0.3 0.5 0.0
C 0.98533 2.93751 0.99460 0.4 0.6 0.1
C 6.33973 -0.69869 0.21830 -0.1 0.0 0.1
C -1.63517 -1.07359 -4.15200 -0.2 0.0 -0.2
C 5.59643 0.11071 -0.62790 0.1 0.0 -0.1
C 0.50533 -2.44969 -1.28640 0.7 -0.3 -0.4
C -1.19567 3.04821 0.00090 0.4 0.2 0.1
C 1.16563 -2.09279 4.21950 0.0 -0.1 0.0
C 3.20273 4.20391 2.17240 -0.2 0.7 0.1
C -3.10807 -0.41809 -0.56230 -0.1 -0.3 -0.4
C -4.14397 0.76191 1.66820 0.3 -0.1 0.2
C 0.76683 -1.24689 5.24470 0.0 0.0 0.0
C 4.43733 -0.92609 1.67350 -0.2 0.2 0.0
C 2.01353 -2.60929 -1.59870 -0.2 0.1 0.3
C 1.18933 0.65681 3.83960 0.2 0.0 -0.1
C 0.93983 4.32921 1.28920 0.2 -0.4 -0.1
C -0.23087 5.04011 0.96430 -0.4 0.2 -0.1
H -6.72407 -1.06249 -3.61940 0.3 -0.2 0.0
H 6.04993 0.52211 -1.51800 0.0 0.0 -0.1
H 0.08983 -4.36009 -2.22740 -0.1 -0.1 -0.1
H 1.14703 -3.16389 4.36260 0.0 -0.1 0.0
H 2.14053 -3.01329 -2.60130 0.0 -0.1 -0.1
H -0.29827 6.09081 1.21030 0.0 0.1 0.0
H 0.44173 -1.65759 6.19010 0.0 0.0 0.0
H 4.14913 2.27121 2.12130 0.1 0.0 0.1
H 4.01093 -1.32329 2.58250 0.0 0.0 0.0
H 1.18933 1.72801 3.68610 0.0 0.0 0.0
H 2.01463 5.98061 2.13950 0.1 0.1 0.0
H -2.16447 4.96231 0.08030 -0.1 0.1 0.0
H -0.04407 -2.49839 0.82550 0.9 -0.5 0.3
H -1.19227 -3.80479 -1.13000 -0.1 -0.1 0.0
H -4.50487 1.21881 2.57600 0.0 0.1 0.1
H 4.05743 4.68811 2.62320 0.0 0.1 0.0
H -5.73937 -1.91169 -5.58530 0.0 0.0 0.1
H 2.53633 -1.65919 -1.54120 0.1 0.1 0.0
H -2.38067 -1.43499 -4.84440 -0.1 0.0 -0.1
H 2.46713 -3.29119 -0.88290 0.1 -0.1 0.1
H -6.21177 -2.76939 -3.49600 0.1 0.3 0.0
H -1.44617 -2.97139 -3.21630 0.0 -0.2 0.0
H 3.69993 1.04641 -0.97040 0.0 0.1 -0.1
H -6.06917 0.57141 0.71310 -0.2 0.0 0.0
H -2.63817 -0.89249 -1.41440 0.1 0.1 0.0
H -1.62497 0.91591 -4.93940 -0.1 0.1 0.0
H 1.86923 -2.21629 2.19260 0.0 -0.2 0.0
H 1.16513 0.12881 -1.80730 -0.3 0.0 0.0
H -2.09077 0.75331 2.32890 0.0 -0.1 -0.2
H -4.00017 -1.18379 -2.93050 0.2 0.0 0.2
H 6.33653 -1.83679 2.02890 0.0 -0.1 0.0
H 0.07833 1.71321 -3.33610 0.1 0.1 0.0
H 0.46293 0.78321 5.84790 0.0 0.1 0.0
H 7.37483 -0.90819 -0.00820 0.1 -0.1 0.0
H 0.31413 -4.44399 -0.48460 0.1 0.0 0.1
H -2.03327 2.61541 -0.52900 -0.1 -0.2 0.0
```
Positions in Å, forces in eV/Å.

Summary:
HOMO level (alpha / beta) (eV): -6.42 / -6.35
E (eV): -60228.3856
Charge: 0
Orbital gap (alpha / beta) (eV): 6.234 / 5.963

> Which of these has the lowest charge?

CH3OS

> Which value of E does entry 1 give?

-13968.2501 eV

> Which of these has the highest E?

CH3OS